This record from the Open Molecules 2025 dataset describes a cluster of 8 separate species, C51H113N5O8 in total in a non-equilibrium geometry. The level of theory is wB97M-V/def2-TZVPD.

```
! wB97M-V def2-TZVPD RIJCOSX def2/J DEFGRID3
* xyz 1 2
O -2.18949 22.13279 23.55638
O -13.75075 19.99751 20.00934
O -0.65823 19.91748 25.67179
O -4.91934 20.52333 23.58858
O -7.83548 22.36748 15.67155
O -5.82679 17.44273 23.50839
O 1.06544 16.82638 18.83809
O -9.80155 24.89180 24.75807
N 0.00665 17.01328 19.75692
N -1.08710 19.45943 26.89004
N -7.71560 21.16373 16.31321
N -12.42165 19.84660 20.55745
N -1.66955 23.14768 22.80511
C 0.38684 15.62336 21.74815
C -7.73033 17.65468 25.23097
C -2.49809 19.60437 27.28253
C -1.31890 16.90669 19.14909
C -0.49585 19.04602 29.28986
C -9.84025 23.80290 25.58372
C -7.84427 19.98326 15.37127
C -13.34405 19.42682 22.86443
C -7.45831 18.56857 16.05609
C -10.99656 21.54122 19.21084
C -2.25217 17.76485 20.05022
C -0.80856 17.69137 22.13030
C -6.93072 20.06833 14.10938
C -1.70297 15.40193 19.01378
C -0.87084 25.55773 22.60752
C -3.37243 18.68154 26.35031
C -1.30424 21.65779 20.88670
C -9.11451 22.75289 24.74674
C -5.68454 20.97518 22.47513
C -4.92498 20.80345 21.13151
C -6.26834 18.57202 17.00921
C -0.07501 19.73845 27.92079
C -1.45345 17.52993 17.80805
C -11.71355 19.28576 18.29646
C -2.22564 17.41243 21.54144
C -0.67622 22.70359 21.83935
C -2.84759 19.05874 28.68627
C -6.57516 21.19355 17.30609
C -2.95483 21.21188 27.21252
C -1.81956 19.45824 29.75506
C 0.33326 25.17553 21.75129
C 0.26865 16.96166 21.20836
C -12.61843 21.68179 22.13467
C 0.59808 22.09678 22.55769
C -1.63502 24.44058 23.50376
C -7.06397 22.18437 18.44880
C -6.38459 19.72929 17.95542
C 0.11415 21.28480 28.13202
C -10.12789 19.38027 20.25615
C -11.38562 20.03878 19.55543
C -3.03621 24.93696 23.88821
C 1.60961 17.72940 21.43814
C -0.73839 24.22739 24.84854
C -0.19193 23.90602 20.99968
C -9.72530 20.02404 21.54691
C -12.28925 20.21272 22.04120
C -6.42534 16.95862 24.70561
C -9.29096 19.79831 14.87382
C 1.24851 18.98028 27.53734
C -10.83730 19.85572 22.54339
C -5.17664 21.64400 16.85714
H -4.00416 21.40243 26.98735
H -0.33948 26.33043 23.16312
H -7.06643 19.51749 13.17865
H -0.45566 21.94966 27.48289
H -6.06264 17.55334 17.33796
H -10.62306 20.46300 23.42283
H 0.21273 19.31872 30.07194
H -13.29360 18.35887 22.65221
H -9.65050 18.76985 14.90696
H -0.75648 25.17149 25.39301
H -1.07042 24.19281 20.42167
H 1.12980 21.62188 27.92478
H -10.79680 18.78759 22.75681
H -4.21997 21.13170 23.83829
H -5.40712 19.83314 18.42645
H -4.46229 18.69591 26.34121
H -7.25007 23.20813 18.12417
H -6.48824 22.07963 19.36839
H -0.51911 15.01737 21.73723
H -7.22599 17.82903 15.28980
H 0.51805 23.55853 20.24917
H -9.63650 22.52181 23.81817
H -11.76687 22.31703 21.89088
H -6.96681 19.48985 18.84525
H -9.97867 21.38224 18.85485
H -0.83981 21.71270 19.90211
H -14.29929 19.84053 22.54123
H -8.19269 17.05045 26.01149
H -2.41916 16.34034 21.57706
H -8.05522 22.98685 24.64061
H -4.68872 21.02188 16.10680
H -0.78699 17.12795 17.04495
H -0.75651 17.32052 23.15395
H 0.21134 21.63426 23.46576
H -12.07128 18.28744 18.54843
H 1.47047 18.72289 21.01187
H -12.78745 21.90017 23.18911
H -2.93968 17.68114 26.34466
H -6.39848 15.87069 24.64409
H -0.75105 18.77597 22.22207
H -3.78237 19.50017 29.03186
H -5.62352 18.37365 23.62532
H -9.38285 21.03820 21.34125
H -0.38962 17.96498 29.19940
H -1.16217 18.57753 17.88417
H -9.20172 23.90246 26.46148
H -2.02185 18.85487 30.64000
H -2.42075 21.64131 26.36491
H 1.34219 17.71764 18.61297
H -1.85209 18.77577 19.97224
H -8.93392 25.09941 24.40352
H -5.96138 21.99137 22.75589
H -1.61605 26.09076 22.01707
H 2.04797 17.64566 22.43260
H 1.39870 22.73572 22.93033
H -5.56586 20.36816 20.36476
H -10.89891 23.61115 25.75855
H 0.58094 15.70508 22.81761
H -8.48604 17.87747 24.47773
H -1.08837 23.44613 25.52326
H -3.40303 24.36716 24.74195
H -0.79949 19.09216 25.20224
H -5.21294 22.62332 16.37994
H -9.25738 19.23099 19.61736
H 0.28732 23.87894 24.72761
H -8.28973 18.21504 16.66590
H -7.97864 21.85784 18.94362
H -11.05395 22.29977 19.99149
H -10.81393 19.13733 17.69917
H 1.71665 19.35330 26.62641
H -3.21313 26.00970 23.96584
H -8.96161 21.84008 25.32250
H -1.47433 20.65469 21.27778
H -12.34231 19.94860 17.70198
H -8.47800 22.81821 16.22437
H -1.45422 21.99869 24.15887
H -13.76579 20.95252 19.91283
H -1.76390 20.46859 30.16026
H 2.05382 19.03845 28.26960
H 1.09574 21.47015 21.81758
H -2.67525 15.20645 18.56151
H -7.47203 18.55893 25.78208
H -3.22774 18.99077 25.31516
H -3.14597 17.82599 21.95381
H -2.24911 22.08538 20.55131
H 2.48066 17.32254 20.92450
H -10.32710 18.38184 20.64545
H -4.58523 21.86521 17.74562
H -2.65174 21.88621 28.01348
H -6.73395 21.10358 13.83075
H 1.13622 24.84796 22.41163
H -3.82356 24.63592 23.19716
H -8.85785 19.46742 21.90161
H 0.56014 25.84425 20.92096
H -4.72855 21.74245 20.61400
H -10.05513 20.25548 15.50243
H -5.96761 19.69579 14.45827
H -2.46603 17.42275 17.41906
H -0.89230 14.97345 18.42444
H -13.13302 19.45853 23.93333
H -5.33964 18.79303 16.48312
H -3.17588 18.02868 28.82524
H -5.67238 17.19010 25.45898
H -6.66939 20.52576 22.34787
H -3.91244 20.42537 21.27266
H -11.54000 21.90873 18.34038
H -1.64765 14.87032 19.96374
H -3.31598 17.79979 19.81530
H 1.17915 15.03574 21.28440
H -9.41082 20.15384 13.85042
H 1.25787 17.89034 27.54318
H -0.14466 21.65453 29.12420
H -13.42111 21.97842 21.45953
*
```

The HOMO-LUMO gap (spin up / spin down) is 6.53 / 2.63 eV. As for the HOMO energy (spin up / spin down): -0.3399 / -0.3399 hartree.

This record from the Open Molecules 2025 dataset describes a cluster of 11 separate species, C51H115N8O13 in total in a non-equilibrium geometry. The level of theory is wB97M-V/def2-TZVPD.

```
! wB97M-V def2-TZVPD RIJCOSX def2/J DEFGRID3
* xyz 5 1
O 3.93921 -26.18324 -13.78308
O 2.86223 -24.07581 -11.59628
O 4.28606 -22.78533 -10.43378
O 2.90085 -28.11409 -13.82399
O 6.65471 -23.94319 -18.23812
O 6.39813 -17.90425 -15.68950
O 2.87875 -22.95194 -17.29412
O 8.52900 -23.05767 -18.77653
O 4.78556 -27.92610 -14.90203
O -0.47942 -26.69604 -14.29994
O 5.12039 -24.21009 -11.91655
O 7.71500 -22.64406 -16.67678
O 7.09530 -23.94384 -9.23093
N 0.49628 -20.58953 -19.77023
N 7.42337 -21.74080 -9.80814
N 1.08288 -26.19532 -12.69027
N 8.57550 -27.47619 -15.16657
N 4.20202 -23.52407 -15.49849
N -1.30181 -29.66166 -17.30544
N 5.82629 -26.07983 -22.13771
N 8.65991 -18.20236 -14.86710
C 3.65323 -26.99332 -21.08354
C 10.05523 -27.25866 -15.40778
C 3.35573 -23.75746 -16.51771
C 7.92266 -27.87245 -16.51138
C 8.41636 -28.52496 -14.00967
C 4.01240 -23.73180 -11.34843
C 0.01876 -30.15864 -16.67197
C 5.02404 -27.37585 -21.72061
C -2.27893 -29.77649 -15.04282
C -2.47456 -30.09626 -16.47049
C 3.62507 -24.80209 -22.24184
C 10.37812 -26.29037 -16.56112
C 7.00807 -26.44873 -22.96767
C -0.83547 -21.42314 -19.92553
C 3.80144 -27.37264 -14.16869
C 1.83908 -19.20113 -16.37075
C 7.47525 -15.90038 -14.71285
C 2.81387 -26.05135 -21.89226
C 6.81930 -22.41510 -7.42279
C -0.07671 -27.43284 -17.79446
C -1.35500 -30.30283 -18.66841
C 8.01355 -27.35645 -22.29052
C 3.01612 -25.23901 -16.89883
C -1.11539 -21.73120 -21.36903
C 4.49609 -22.18796 -14.91196
C 8.15264 -22.13880 -11.00061
C 1.86617 -19.42081 -17.90749
C 7.34507 -17.34898 -15.10848
C -1.17765 -20.47283 -22.31223
C 1.73080 -21.38540 -20.15610
C 6.31979 -25.39204 -20.87222
C 8.71561 -19.56925 -15.52580
C 0.64650 -20.28480 -18.29509
C 0.09196 -19.71600 -22.13418
C 7.97973 -26.14828 -14.66790
C 0.31584 -25.93479 -13.92141
C 7.15148 -22.81841 -8.82822
C 9.04383 -27.73397 -23.44399
C 8.68892 -30.89697 -13.16266
C 0.14993 -26.11207 -11.45231
C 9.61302 -26.67691 -17.85310
C 4.84788 -25.22842 -22.97295
C 0.21328 -29.76908 -15.24467
C -0.99722 -30.21285 -14.39436
C -0.46288 -25.97804 -18.05658
C 8.80391 -29.94857 -14.35704
C 0.40234 -24.55492 -14.51807
C -1.38727 -28.13601 -17.48606
C 0.40023 -19.34999 -20.71514
C 7.60314 -23.04323 -17.83036
C 8.15122 -26.85552 -17.58296
H 10.20571 -25.23246 -16.25923
H -2.46191 -28.70681 -14.91526
H 5.50185 -22.11181 -14.50035
H -0.06403 -31.24439 -16.77869
H 1.13417 -30.16822 -14.81609
H 7.91823 -20.94299 -9.40321
H 4.84103 -27.99395 -22.57546
H -3.42442 -29.71241 -16.79981
H -2.03066 -22.33852 -21.45736
H 7.67094 -25.92375 -17.27695
H 2.83808 -19.86128 -18.14496
H 5.71365 -27.88706 -21.03844
H 6.78691 -24.42106 -21.06792
H 6.69271 -26.93195 -23.89614
H 6.39275 -23.27199 -6.90893
H 9.30817 -26.85141 -24.02165
H 0.77168 -21.24732 -17.82285
H 1.49839 -27.09796 -12.76120
H -0.38753 -22.51044 -21.69182
H 3.21215 -27.97714 -20.97981
H 2.46070 -26.46523 -22.84725
H -2.59830 -31.17967 -16.68471
H 9.93796 -28.16951 -23.01561
H 1.59301 -20.15599 -15.90397
H 5.45227 -25.21349 -20.24489
H 3.95487 -24.26300 -21.31925
H 7.34509 -28.51089 -13.82719
H 8.14496 -21.34449 -11.72471
H -0.97378 -31.30641 -14.38524
H 7.99853 -15.64241 -13.81516
H 5.42299 -24.39602 -23.38942
H 7.55128 -28.28496 -21.91450
H 6.87243 -27.96113 -16.27966
H -0.93435 -29.83273 -13.37624
H -0.08382 -25.06880 -11.34843
H -0.30762 -19.87894 -17.87979
H 1.91598 -25.46824 -12.64480
H 0.88926 -29.89608 -17.25264
H 9.37638 -17.59827 -15.27885
H -2.09852 -28.00973 -18.29537
H 0.70457 -27.44241 -17.05320
H 6.02292 -21.64197 -7.40169
H 0.01754 -18.81339 -22.74581
H 7.80000 -20.13867 -15.32723
H 9.31453 -30.46680 -12.35899
H 2.79421 -18.81539 -16.00523
H 2.21724 -25.71012 -16.35218
H 11.43851 -26.40717 -16.63571
H -0.74092 -22.37808 -19.39976
H -1.75709 -27.69718 -16.55956
H 8.73452 -19.45780 -16.61034
H 9.18083 -22.46811 -10.73265
H 4.16827 -24.27480 -14.77422
H 2.80917 -25.51903 -17.93587
H 3.98536 -26.53757 -20.15314
H -0.65544 -26.80796 -11.59962
H 6.11206 -24.44776 -17.43424
H 0.83454 -26.27984 -10.60556
H 1.83305 -22.22804 -19.51277
H 0.14858 -23.79044 -13.81818
H 9.24529 -22.47852 -18.43146
H 8.29064 -28.87077 -16.84567
H 5.19014 -22.51521 -10.65596
H 3.11316 -24.05513 -22.86450
H -0.32947 -24.41875 -15.32886
H -0.48755 -29.90475 -19.18796
H -1.41483 -20.83335 -23.29360
H 0.40418 -25.29526 -18.15182
H 4.24732 -21.43667 -15.66980
H -0.30803 -18.67564 -20.22926
H -1.16359 -25.74469 -18.81565
H 7.59243 -27.13844 -18.47252
H 8.09106 -30.26431 -15.12788
H 3.90813 -25.79475 -16.59100
H 1.35085 -18.79552 -20.75449
H 8.55484 -28.37928 -24.17885
H 10.52992 -26.91694 -14.48354
H 0.51488 -28.69865 -15.24245
H 9.83750 -30.00152 -14.75960
H 8.14219 -25.42760 -15.44464
H 8.92119 -28.06279 -13.17308
H 1.41994 -24.32776 -14.84684
H -3.08979 -30.25791 -14.50043
H -1.55982 -20.75630 -19.43723
H 4.68585 -28.76844 -15.31235
H 1.91692 -25.82172 -21.31745
H 1.07021 -18.48163 -16.02837
H 2.60378 -20.76806 -20.05508
H 1.82215 -18.41036 -18.35334
H 6.93731 -26.33002 -14.49417
H 7.46956 -25.53185 -23.32402
H -1.29658 -31.36715 -18.64053
H 6.44795 -15.54289 -14.64256
H 4.60441 -25.91050 -23.79608
H 8.99964 -31.90955 -13.41763
H 10.46895 -28.23913 -15.57609
H 3.79749 -21.97673 -14.06974
H 0.33046 -27.82691 -18.73141
H 4.88638 -25.05234 -12.41063
H 7.66111 -30.91868 -12.80549
H 8.56080 -26.91984 -21.49190
H 9.55678 -20.14530 -15.14135
H -0.93939 -25.56397 -17.14964
H 8.81248 -18.13173 -13.85763
H 1.56061 -21.69333 -21.17216
H -2.24246 -29.97214 -19.15428
H 9.79212 -26.03522 -18.71467
H 9.97576 -27.65275 -18.15754
H 7.68058 -23.02797 -11.46151
H -2.02432 -19.89880 -21.91053
H 8.49048 -25.88022 -13.75294
H 0.85920 -20.39693 -22.51121
H 7.99105 -15.37964 -15.54971
H 7.03838 -26.02995 -20.37380
H 7.62230 -22.10766 -6.72281
*
```

The HOMO-LUMO gap is 7.86 eV. As for the HOMO energy: -0.6340 hartree. For the energy above the lowest of the compared OMol25 structures with the same formula, charge and spin, the calculation gives 0.0 kJ/mol.